Record 1
Entry from the Open Molecules 2025 dataset: a cluster of 6 separate species, C26H43F3IN6O20PS in total (ωB97M-V/def2-TZVPD).

Geometry (Å):
N  -3.21886  -4.96451  -4.81084
C  -2.09769  -4.24020  -4.25456
O  -1.00535  -4.29862  -4.76239
C  -2.35694  -3.36370  -3.01967
C  -3.40488  -2.30411  -3.44563
N  -3.89722  -1.49889  -2.31604
C  -3.29336  -0.18463  -2.14242
C  -2.20929  -0.27011  -1.01995
O  -1.14491  0.64469  -1.25557
C  0.10680  0.01078  -1.37395
C  0.60002  -0.64091  -0.07276
F  0.26914  -1.93298  0.03625
F  0.26853  0.04742  1.00641
F  1.96164  -0.62812  -0.12482
C  -4.85365  -2.05740  -1.57490
N  -5.30374  -3.27833  -1.81560
C  -6.28555  -3.50647  -0.90978
N  -7.06372  -4.63069  -0.71939
C  -7.86980  -4.82835  -1.63356
S  -9.15223  -5.06781  -2.45258
N  -6.40159  -2.44020  -0.15856
C  -7.47111  -2.46131  0.90046
O  -7.18324  -2.63811  2.08103
O  -8.62069  -2.33414  0.46828
N  -5.50335  -1.47844  -0.49473
P  -5.34241  0.07706  0.32939
O  -5.87234  -0.02596  1.85562
I  -6.97287  1.49643  -0.87408
H  -3.27656  -4.70594  -5.78951
H  -3.08726  -5.96287  -4.70819
H  -2.67365  -3.96672  -2.16430
H  -1.40464  -2.84869  -2.85299
H  -2.89276  -1.65045  -4.16248
H  -4.23124  -2.74377  -4.01350
H  -2.73068  0.12067  -3.03078
H  -4.01602  0.61989  -1.95923
H  -1.86847  -1.31633  -1.03465
H  -2.61860  -0.08039  -0.02162
H  0.09536  -0.68716  -2.22288
H  0.83243  0.79691  -1.61124
H  -6.67986  0.50730  1.93697
C  6.10209  4.10046  -2.29983
O  6.39895  2.82042  -1.73898
C  5.42281  2.31269  -0.98628
O  4.36319  2.83167  -0.75812
O  5.83060  1.12825  -0.52898
C  4.87295  0.46306  0.30168
H  6.96659  4.40217  -2.88502
H  5.23578  4.04064  -2.95676
H  5.93515  4.83528  -1.51394
H  3.96300  0.26089  -0.25158
H  4.65803  1.05507  1.19066
H  5.31128  -0.48287  0.60956
C  7.87536  1.18976  1.50356
O  8.37515  1.99167  2.57808
C  8.91454  1.29451  3.57674
O  9.00498  0.09603  3.63337
O  9.33714  2.15475  4.50284
C  9.94124  1.53697  5.64011
H  7.47021  1.86078  0.76125
H  8.68031  0.61378  1.04874
H  7.08438  0.53066  1.85409
H  10.82483  0.97252  5.34784
H  9.22839  0.89232  6.15232
H  10.24344  2.32847  6.32029
C  12.58453  -1.89557  5.71261
O  13.95641  -1.86913  6.10769
C  14.27046  -0.85144  6.90785
O  13.51519  0.00019  7.29655
O  15.56734  -0.94050  7.20224
C  16.04535  0.09589  8.06020
H  12.44651  -2.75966  5.06854
H  11.93554  -2.00163  6.58065
H  12.32888  -0.99795  5.15207
H  15.53121  0.06883  9.01974
H  15.92457  1.07074  7.59020
H  17.10417  -0.08637  8.22380
C  -4.33128  4.34949  -6.71620
O  -3.81158  5.09650  -5.61536
C  -3.32662  4.34943  -4.62611
O  -3.29779  3.14540  -4.59989
O  -2.87818  5.16581  -3.67356
C  -2.32453  4.49278  -2.54379
H  -4.69223  5.06680  -7.44824
H  -3.55021  3.74354  -7.17286
H  -5.16317  3.72320  -6.39754
H  -1.46604  3.89117  -2.83914
H  -3.07753  3.87188  -2.05958
H  -1.99200  5.24963  -1.83867
C  -15.16702  -0.19702  -0.13876
O  -14.23275  -0.90179  0.67414
C  -12.95657  -0.54449  0.47743
O  -12.57726  0.29082  -0.30288
O  -12.19659  -1.26685  1.28628
C  -10.78623  -0.99199  1.18520
H  -16.15675  -0.57190  0.11068
H  -15.13258  0.87127  0.07158
H  -14.97663  -0.38312  -1.19510
H  -10.58456  0.04800  1.45039
H  -10.42551  -1.20915  0.18975
H  -10.27634  -1.63758  1.88721

The calculation puts the total energy at -113925.868 eV. The largest force on an atom is 4.52 eV/A. The LUMO energy is -0.846 eV. As for the charge: 0.

=====

Record 2
Entry from the Open Molecules 2025 dataset: a structure of composition C26H43F5OsP2 (ωB97M-V/def2-TZVPD).

Geometry (Å):
Os  -0.70662  -0.95637  -2.27273
C  -0.48074  -2.58169  2.29234
C  0.84998  -2.62392  1.77460
C  0.74361  -0.93701  3.32512
C  -0.54726  -1.50813  3.21041
C  1.61078  -1.62620  2.44295
C  -1.65070  -3.41564  1.93873
H  -1.41126  -4.17777  1.18871
H  -2.48258  -2.79542  1.55069
H  -2.04909  -3.94692  2.82052
C  -1.77115  -1.01508  3.90200
H  -2.68005  -1.15303  3.29971
H  -1.66174  0.06573  4.08499
H  -1.93596  -1.49777  4.88622
C  1.09482  0.21983  4.17992
H  1.29805  -0.07548  5.22488
H  0.25660  0.92989  4.19872
H  1.97215  0.74786  3.79745
C  3.03533  -1.33176  2.18413
H  3.71648  -1.99919  2.73358
H  3.27999  -0.31250  2.50462
H  3.29550  -1.43155  1.11814
C  1.40545  -3.48931  0.71242
H  2.02646  -4.30410  1.12419
H  2.02997  -2.90138  0.03443
H  0.61899  -3.94442  0.12095
C  -1.76218  0.32631  -3.43736
C  -1.89278  -1.01548  -3.90558
C  -1.02806  -1.58017  -5.01695
C  0.47200  -1.88103  -4.66349
C  0.90380  -1.44553  -3.29942
C  0.93048  -0.03682  -2.94595
C  0.60841  1.05487  -3.95890
C  -0.87950  1.32943  -4.14484
H  -1.06482  -0.95829  -5.92922
H  1.13936  -1.47161  -5.43312
H  -1.48590  -2.52617  -5.33108
H  -1.13514  1.31545  -5.21848
H  -2.60604  0.77782  -2.88936
H  -2.87538  -1.48769  -3.77696
H  -1.10519  2.34606  -3.81072
H  1.13154  1.96549  -3.61726
H  1.58109  0.29060  -2.13303
H  1.10127  0.81034  -4.91537
H  0.59778  -2.97291  -4.71213
H  1.59704  -2.07466  -2.69523
P  -0.85361  1.07471  -0.72219
P  1.75431  2.03495  0.88916
C  -0.38231  2.85848  -0.84772
C  1.04257  3.23550  -0.31699
H  -1.12278  3.36183  -0.21082
H  -0.49823  3.25447  -1.87418
H  1.77408  3.34078  -1.13714
H  0.98711  4.19197  0.21992
C  2.81092  3.00257  2.06734
H  3.30211  2.27828  2.74147
H  2.16487  3.66319  2.66490
H  3.56302  3.57704  1.50619
C  3.10538  1.31736  -0.13102
H  3.37693  1.96651  -0.97834
H  2.77806  0.34450  -0.52967
H  3.98723  1.14948  0.50440
C  -2.67464  0.98377  -0.40214
H  -2.93524  -0.09343  -0.33604
H  -3.33762  1.44732  -1.14007
H  -2.74822  1.47152  0.58121
C  -1.19465  -2.83104  -1.55823
H  -0.54172  -3.25521  -0.77607
H  -1.20056  -3.59180  -2.36701
H  -2.21671  -2.73253  -1.14746
F  -3.71323  2.05701  2.97117
C  -2.56642  2.61058  2.52119
F  -2.89179  3.61250  1.65366
C  -1.67986  3.11910  3.63423
F  -0.39817  3.34836  3.19835
F  -2.14699  4.28719  4.12910
F  -1.62863  2.21035  4.64954

The calculation puts the total energy at -62269.597 eV. The largest force on an atom is 7.34 eV/A. The LUMO energy (spin up / spin down) is -6.325 / -8.124 eV. As for the spin multiplicity: 5. As for the charge: +2.

=====

Record 3
Entry from the Open Molecules 2025 dataset: a cluster of 7 separate species, C26H43N2O21P in total (ωB97M-V/def2-TZVPD).

Geometry (Å):
O  7.56625  0.90110  -0.05858
P  6.47858  0.46893  -1.16811
O  7.35233  0.32170  -2.68000
O  5.86028  -1.08757  -0.59332
C  5.13356  1.85135  -1.18522
C  5.73193  3.40776  -1.31542
C  4.63167  4.63395  -1.33816
C  3.01373  4.31450  -1.18945
C  2.40428  2.76203  -1.06088
N  0.90950  2.66027  -0.93971
C  0.56881  1.19566  -0.88802
C  1.58635  -0.07506  -0.94526
N  3.07323  0.11638  -1.02003
C  3.49513  1.55592  -1.08408
H  8.13090  0.96564  -2.57606
H  5.34170  -0.82161  0.24580
H  6.90692  3.59899  -1.41180
H  4.96889  5.76533  -1.45943
H  2.29812  5.24219  -1.19912
H  -0.59290  0.93427  -0.79093
H  1.18143  -1.19307  -0.92704
C  -3.90176  1.20913  4.77108
O  -3.59232  2.32351  3.93650
C  -3.19217  1.98870  2.68384
O  -3.08430  0.85453  2.24445
O  -2.93279  3.13450  2.00469
C  -2.49834  2.93459  0.66090
H  -4.20973  1.59337  5.74743
H  -4.73126  0.63096  4.35144
H  -3.01972  0.57627  4.91281
H  -3.27180  2.42549  0.07692
H  -1.56026  2.37080  0.63829
H  -2.32030  3.91650  0.21374
C  -4.26308  4.89397  4.23959
O  -3.49377  5.45074  5.30369
C  -2.83141  6.58923  4.97732
O  -2.84836  7.14191  3.88861
O  -2.14683  7.00628  6.07223
C  -1.39715  8.20354  5.87470
H  -4.74914  3.98803  4.61210
H  -5.04056  5.59424  3.91771
H  -3.61729  4.61772  3.39982
H  -2.06008  9.03614  5.61830
H  -0.63682  8.05962  5.10041
H  -0.89065  8.44383  6.81360
C  7.87108  -3.01985  -3.20793
O  7.52880  -3.81566  -4.34091
C  7.96382  -3.31674  -5.52549
O  8.59687  -2.28402  -5.67969
O  7.57240  -4.16596  -6.50885
C  7.96373  -3.76503  -7.82057
H  7.47378  -3.51274  -2.31632
H  8.95818  -2.94381  -3.10365
H  7.41761  -2.02621  -3.28290
H  9.05455  -3.71889  -7.90072
H  7.51398  -2.80129  -8.07997
H  7.59852  -4.51609  -8.52650
C  -8.02892  -1.78827  8.09734
O  -8.37120  -2.58409  6.96435
C  -7.93618  -2.08516  5.77978
O  -7.30313  -1.05245  5.62557
O  -8.32760  -2.93438  4.79641
C  -7.93627  -2.53345  3.48469
H  -8.42622  -2.28116  8.98895
H  -6.94182  -1.71223  8.20161
H  -8.48239  -0.79463  8.02237
H  -6.84545  -2.48731  3.40454
H  -8.38602  -1.56971  3.22530
H  -8.30148  -3.28452  2.77877
C  1.08968  -5.88904  -2.34617
O  2.36488  -6.52018  -2.24798
C  3.31652  -5.98415  -3.05324
O  3.16290  -5.04489  -3.81824
O  4.46879  -6.67428  -2.85988
C  5.56601  -6.21698  -3.64822
H  0.40705  -6.39791  -1.66000
H  1.15544  -4.83736  -2.04937
H  0.69008  -5.98193  -3.36120
H  5.81079  -5.17843  -3.40337
H  5.34543  -6.32300  -4.71520
H  6.43374  -6.83946  -3.41292
C  -4.57076  0.00226  -0.59812
O  -4.91303  -0.79355  -1.73110
C  -4.47802  -0.29462  -2.91568
O  -3.84496  0.73809  -3.06988
O  -4.86944  -1.14384  -3.89904
C  -4.47811  -0.74292  -5.21077
H  -4.96805  -0.49062  0.29349
H  -3.48365  0.07830  -0.49384
H  -5.02422  0.99590  -0.67309
H  -3.38728  -0.69678  -5.29091
H  -4.92786  0.22082  -5.47016
H  -4.84332  -1.49398  -5.91669

The calculation puts the total energy at -82915.165 eV. The largest force on an atom is 7.92 eV/A. The LUMO energy is -1.933 eV. Its SMILES is O=P(O)(O)c1cccc2nccnc12.COC(=O)OC.COC(=O)OC.COC(=O)OC.COC(=O)OC.COC(=O)OC.COC(=O)OC. As for the charge: 0.

=====

Record 4
Entry from the Open Molecules 2025 dataset: a structure of composition C26H43S2Zr (ωB97M-V/def2-TZVPD).

Geometry (Å):
C  2.00442  -2.31570  -1.13311
C  1.62945  -1.92329  0.26008
C  1.15657  -2.82469  1.28258
C  0.89510  -4.27449  1.10246
C  1.33479  -2.20137  2.54306
C  1.18725  -2.88992  3.84905
C  1.87566  -0.91127  2.33622
C  2.51572  -0.07435  3.37003
C  1.97508  -0.67230  0.91815
C  2.76658  0.42428  0.29239
Zr  -0.41292  -0.69364  0.23885
C  -0.18629  0.25868  -2.06233
C  -1.68097  -2.41787  -0.20353
C  -2.26282  0.45714  1.13723
C  -3.47048  0.32064  0.26823
C  -2.00780  -0.22225  2.38001
C  -2.90307  -1.24379  2.98888
C  -1.00648  0.51325  3.08009
C  -0.71304  0.33133  4.52176
C  -0.51213  1.52795  2.22576
C  0.42838  2.61805  2.56887
C  -1.26176  1.49704  0.99741
C  -1.29115  2.60757  0.00534
H  2.52845  -3.28446  -1.11841
H  1.13471  -2.42924  -1.79995
H  2.68326  -1.58151  -1.58622
H  1.71889  -4.88112  1.51389
H  -0.02127  -4.58185  1.62471
H  0.79077  -4.54060  0.04529
H  2.15024  -3.29397  4.20166
H  0.81024  -2.21705  4.62935
H  0.48678  -3.73225  3.76579
H  3.54438  -0.41764  3.57732
H  2.58490  0.97274  3.05489
H  0.07922  1.00300  4.87116
H  3.84690  0.20285  0.35076
H  2.51940  0.56543  -0.76805
H  2.60039  1.38390  0.80090
H  -1.01195  0.94608  -2.29207
H  0.78140  0.77958  -2.03804
H  -0.17352  -0.60392  -2.74678
H  -2.51547  -2.56774  0.49642
H  -2.13066  -2.26020  -1.20102
H  -1.13392  -3.37067  -0.24602
H  -4.00016  1.28576  0.20303
H  -3.22904  0.01864  -0.76410
H  -4.17469  -0.41660  0.67834
H  -3.95282  -0.91302  2.98164
H  -2.85654  -2.19824  2.45121
H  -2.62215  -1.43963  4.03073
H  -1.60806  0.53733  5.13238
H  -0.40973  -0.70193  4.74140
H  1.96958  -0.10734  4.32085
H  -0.08522  3.59291  2.55743
H  0.86674  2.48657  3.56565
H  1.25133  2.68384  1.84165
H  -1.62539  3.54080  0.48450
H  -0.29671  2.79804  -0.42115
H  -1.97406  2.39441  -0.82362
C  -0.27493  3.25713  -6.85748
C  -0.60946  1.77526  -6.91623
S  -1.06643  1.03108  -5.29577
C  0.25310  1.37709  -4.29332
S  0.70933  3.00528  -4.20554
C  0.92185  3.53183  -5.96189
H  -0.03769  3.59924  -7.87047
H  -1.14510  3.82648  -6.50802
H  -1.49519  1.60985  -7.54193
H  0.22983  1.18791  -7.31546
H  0.99493  0.60632  -4.07901
H  1.82783  3.03669  -6.33959
H  1.10564  4.61195  -5.89829

The calculation puts the total energy at -50608.425 eV. The largest force on an atom is 3.63 eV/A. The LUMO energy is 2.458 eV. As for the charge: -1.

=====

Record 5
Entry from the Open Molecules 2025 dataset: a structure of composition C26H44AsClN2O5PbSb2 (ωB97M-V/def2-TZVPD).

Geometry (Å):
Pb  -12.16849  -16.15910  -3.02372
C  -16.10136  -11.32700  -1.93275
Sb  -14.83159  -12.97069  -2.60171
C  -13.80513  -13.13110  -0.64864
C  -10.63261  -8.47106  -2.92664
C  -11.25532  -9.21269  -3.88255
C  -12.63951  -9.58869  -3.73201
C  -13.35125  -10.04462  -4.77179
C  -12.79083  -10.09448  -6.11509
C  -11.46885  -9.88603  -6.24506
C  -10.56482  -9.58816  -5.11336
C  -9.23386  -9.73733  -5.19943
Sb  -9.55688  -14.12300  -4.85828
C  -9.09518  -13.15861  -3.00164
C  -11.52517  -13.20292  -4.89176
H  -15.43129  -10.55125  -1.73864
H  -16.65966  -11.49444  -0.96899
H  -16.75294  -11.00749  -2.76343
H  -12.91814  -12.46113  -0.60557
H  -13.37459  -14.08737  -0.68456
H  -14.41618  -12.92887  0.20729
H  -9.56298  -8.11417  -3.06420
H  -11.19083  -8.26547  -2.03408
H  -13.19341  -9.36584  -2.80990
H  -14.38908  -10.24901  -4.66379
H  -13.31593  -10.36231  -7.07445
H  -11.00788  -10.15259  -7.16857
H  -8.57672  -9.76782  -4.36778
H  -8.89158  -9.98082  -6.20836
H  -8.56987  -12.14960  -3.13292
H  -8.40497  -13.81340  -2.48925
H  -9.96401  -13.02059  -2.35446
H  -11.35709  -12.13450  -4.90000
H  -12.12302  -13.46375  -4.05313
H  -12.19345  -13.47390  -5.73340
O  -7.62978  -18.02362  -1.55554
C  -7.75873  -18.85383  -2.68102
N  -7.93965  -20.24719  -2.39468
C  -9.02949  -21.02613  -2.20541
O  -8.93814  -22.20845  -1.98781
C  -10.43637  -20.47102  -2.37382
C  -11.36265  -21.37572  -2.92595
C  -12.62539  -20.91376  -3.23120
C  -12.88237  -19.54023  -3.02475
N  -11.98514  -18.69379  -2.58050
C  -10.77156  -19.16135  -2.19903
H  -8.48699  -17.87832  -1.09012
H  -6.79979  -18.73241  -3.17576
H  -8.60859  -18.53763  -3.30222
H  -7.11164  -20.72676  -2.17343
H  -11.10040  -22.41524  -3.12624
H  -13.38186  -21.64795  -3.61939
H  -13.83559  -19.13057  -3.39770
H  -10.15528  -18.43278  -1.69325
C  -16.09971  -18.35590  0.51437
As  -14.48344  -17.24610  0.31695
C  -14.84698  -15.74468  1.53948
C  -13.00257  -18.29020  1.04904
O  -14.16454  -16.82718  -1.24245
H  -15.85551  -19.38557  0.64168
H  -16.67020  -18.24370  -0.39285
H  -16.63569  -18.03366  1.39457
H  -15.26960  -16.18308  2.42767
H  -15.54999  -15.05707  1.10529
H  -13.88974  -15.26618  1.72564
H  -12.58019  -17.79015  1.90685
H  -12.18960  -18.26756  0.32096
H  -13.27374  -19.28509  1.38335
C  -10.06838  -16.07153  -3.97207
H  -10.00555  -16.65901  -4.92628
H  -9.23985  -16.41426  -3.27439
Cl  -17.25378  -14.48972  -0.74583
C  -16.17803  -14.57241  -2.18373
H  -15.61791  -15.48052  -2.03422
H  -16.81143  -14.62733  -3.07046
C  -10.16719  -14.39263  0.50753
O  -11.04599  -14.81566  -0.52751
C  -10.86139  -16.10985  -0.90326
O  -10.04418  -16.76227  -0.27162
H  -10.39507  -13.31902  0.72769
H  -9.09086  -14.45547  0.21615
H  -10.31098  -15.01718  1.44017

The calculation puts the total energy at -132571.396 eV. The largest force on an atom is 2.30 eV/A. The LUMO energy is -0.189 eV. As for the charge: 0.

=====

Q: Number 4 is which compound?
A: C26H43S2Zr

=====

Q: Which value of largest force on an atom does entry 4 give?
A: 3.63 eV/A

=====

Q: The lowest largest force on an atom belongs to which entry?
A: C26H44AsClN2O5PbSb2

=====

Q: Which of these has the highest charge?
A: C26H43F5OsP2